Entry 1:
{
  "formula": "C18H17N5O3RhS",
  "method": "ωB97M-V with the def2-TZVPD basis set",
  "species": ["Rh", "S", "O", "O", "O", "N", "N", "N", "N", "N", "C", "C", "C", "C", "C", "C", "C", "C", "C", "C", "C", "C", "C", "C", "C", "C", "C", "C", "H", "H", "H", "H", "H", "H", "H", "H", "H", "H", "H", "H", "H", "H", "H", "H", "H"],
  "coordinates": [[1.5291, -0.7245, -1.3639], [-2.8649, -0.8192, -2.3558], [1.5176, 1.2661, -1.5253], [2.1583, -2.5245, -1.0069], [1.1567, 3.3020, 2.1781], [-1.1721, -0.2663, -0.5363], [-0.4589, -0.7726, -1.6034], [1.5635, -0.2507, 0.4466], [1.3692, 1.0630, 0.7465], [-0.7286, -1.6273, -3.7846], [-1.1955, -1.1071, -2.6365], [1.4313, -1.1309, 1.4121], [1.5895, -5.3192, 1.1714], [-2.4315, -0.2287, -0.7752], [1.2374, -4.6734, 2.3809], [1.3392, 1.8000, -0.3533], [0.8041, 5.2829, 1.0011], [0.9142, 3.9675, -1.4361], [0.6844, 5.3219, -1.4090], [-3.4555, 0.2291, 0.2125], [1.8333, -3.1994, 0.0666], [1.4854, -2.5332, 1.2833], [0.6374, 5.9776, -0.1765], [1.8975, -4.6081, 0.0468], [1.2023, -3.3148, 2.4381], [-4.1152, -0.9445, 0.9406], [1.0907, 3.2352, -0.2512], [1.0225, 3.9058, 0.9813], [0.5459, 5.8731, -2.3283], [1.2575, 2.3427, 2.0364], [0.2576, -1.7214, -3.9564], [-1.3470, -1.8084, -4.5548], [-2.9410, 0.8852, 0.9140], [-4.2085, 0.8273, -0.3036], [1.0051, -5.2635, 3.2561], [-4.9000, -0.5817, 1.6020], [1.6211, -6.4007, 1.1421], [2.1882, -5.0914, -0.8758], [0.7687, 5.7792, 1.9612], [1.2722, -0.6890, 2.3895], [0.4687, 7.0463, -0.1398], [-4.5682, -1.6476, 0.2397], [-3.3843, -1.4864, 1.5406], [0.9676, 3.4367, -2.3767], [0.9553, -2.8068, 3.3621]],
  "forces_ev_per_angstrom": [[0.72, -0.03, -0.02], [-0.08, -0.04, -0.05], [-0.40, 0.07, -0.10], [-0.52, -0.28, -0.54], [-0.01, -0.03, -0.13], [0.03, -0.07, -0.22], [0.00, 0.17, 0.34], [-0.30, -0.25, 0.89], [-0.05, 0.43, -0.51], [0.04, 0.05, 0.09], [0.16, -0.14, -0.23], [0.14, 0.23, -0.31], [-0.07, -0.01, 0.30], [0.04, 0.07, 0.21], [0.04, -0.26, -0.13], [0.06, -0.21, 0.32], [-0.01, 0.04, -0.06], [0.04, -0.05, 0.02], [-0.01, 0.03, 0.03], [0.02, -0.02, -0.04], [0.09, 0.21, 0.39], [-0.08, -0.38, -0.11], [0.00, 0.02, 0.00], [0.04, 0.24, -0.06], [0.05, 0.18, -0.18], [0.00, -0.02, 0.00], [0.01, 0.07, -0.13], [-0.02, -0.03, 0.19], [0.01, 0.00, 0.00], [0.02, 0.02, 0.02], [-0.02, -0.03, 0.02], [-0.01, 0.01, -0.01], [-0.01, 0.00, 0.02], [0.01, 0.01, -0.01], [0.02, 0.00, -0.01], [0.02, 0.01, 0.00], [0.01, 0.01, 0.00], [-0.02, 0.00, 0.00], [0.00, -0.01, 0.00], [0.06, -0.03, 0.05], [0.00, -0.01, -0.01], [-0.01, 0.02, 0.00], [0.00, 0.00, -0.02], [0.01, 0.01, 0.01], [-0.01, -0.01, -0.01]],
  "homo_lumo_gap_ev": [5.80, 5.80],
  "total_energy_ev": -46371.23970,
  "charge": 1
}

=====

Entry 2:
{
  "formula": "C9H8AuF5N6OSSeTe",
  "method": "ωB97M-V with the def2-TZVPD basis set",
  "species": ["Au", "Te", "Se", "S", "F", "F", "F", "F", "F", "O", "N", "N", "N", "N", "N", "N", "C", "C", "C", "C", "C", "C", "C", "C", "C", "H", "H", "H", "H", "H", "H", "H", "H"],
  "coordinates": [[0.4321, 0.7119, -0.0146], [-0.7848, -2.0439, 0.6321], [2.3371, -2.6694, 0.6337], [-0.0613, 2.9508, 0.0320], [0.3408, -2.2148, 2.2082], [0.0466, -3.8088, 0.6333], [-1.3481, -2.9297, -0.9533], [-2.1714, -2.9027, 1.5088], [-1.1900, -0.6317, 1.8592], [0.7630, -1.3827, -0.2250], [-6.7423, -0.8977, 0.2600], [-0.9771, 2.6636, -2.5077], [3.8753, -0.1327, 0.4149], [-2.5605, 2.8303, -0.8181], [-4.4846, -1.0522, -0.7158], [-2.1255, -0.7548, -0.3219], [-5.6644, -0.9938, -0.1429], [-3.2944, -0.9582, -0.4273], [-1.9746, 2.5447, -3.3836], [-1.2600, 2.7748, -1.2195], [-3.3189, 2.5396, -2.9865], [3.2844, -1.1201, 0.5130], [-4.9810, 2.7443, -1.0819], [-3.6073, 2.7006, -1.6602], [-1.5829, 2.4144, -4.8169], [-5.7241, 2.8644, -1.8648], [-0.8232, 3.1581, -5.0536], [-2.4337, 2.5199, -5.4857], [-5.0780, 3.5602, -0.3648], [-1.1241, 1.4354, -4.9697], [-4.1157, 2.4224, -3.7055], [-2.7183, 2.9363, 0.1775], [-5.1931, 1.8153, -0.5554]],
  "forces_ev_per_angstrom": [[0.71, 0.84, -0.20], [-1.52, -2.14, 1.80], [-0.95, 1.30, -1.18], [-0.06, -0.08, -0.10], [-0.26, 0.13, 0.03], [0.37, 0.10, -0.32], [0.11, 0.17, -0.20], [-0.15, -0.04, -0.08], [-0.08, 0.49, -0.36], [1.29, -1.20, 0.84], [0.04, -0.03, 0.00], [-0.02, -0.05, 0.03], [-0.04, -0.04, 0.09], [-0.01, -0.05, 0.01], [-0.18, -0.42, -0.56], [0.30, 0.21, -0.12], [0.14, 0.30, 0.23], [-0.11, 0.36, 0.16], [0.05, -0.02, 0.09], [-0.02, 0.17, 0.02], [0.01, -0.03, -0.12], [0.43, 0.09, -0.17], [0.06, 0.01, 0.03], [-0.13, 0.07, 0.04], [0.02, -0.01, 0.01], [0.01, 0.01, -0.01], [-0.01, 0.01, 0.00], [0.00, -0.01, 0.00], [0.01, 0.02, -0.03], [-0.03, -0.01, 0.01], [0.01, 0.02, 0.00], [0.04, -0.05, 0.01], [-0.03, -0.12, 0.06]],
  "de_lowest_kj_mol": 228.8,
  "homo_lumo_gap_ev": 6.36,
  "total_energy_ev": -121201.01049
}

=====

Entry 3:
{
  "formula": "C6H12O",
  "method": "ωB97M-V with the def2-TZVPD basis set",
  "species": ["O", "C", "C", "C", "C", "C", "C", "H", "H", "H", "H", "H", "H", "H", "H", "H", "H", "H", "H"],
  "coordinates": [[-0.7847, 0.0663, -1.8810], [-0.9131, -0.1599, -0.2380], [0.5255, 1.5490, -0.1318], [-0.6284, -1.1510, -1.2578], [0.1212, 0.3608, 0.7495], [0.7413, -1.7733, -1.3297], [-0.3403, 0.7734, 2.1772], [0.8267, -2.5017, -0.5200], [0.2063, 1.3322, -1.1566], [-1.9120, 0.2024, -0.0462], [-1.4484, -1.8328, -1.4178], [0.8549, -2.2832, -2.2889], [0.4625, 1.3436, 2.6737], [-1.2189, 1.4270, 2.1461], [-0.5763, -0.0634, 2.8521], [1.5960, 1.6642, -0.1692], [0.9586, -0.3440, 0.8937], [-0.0259, 2.4332, 0.1866], [1.5549, -1.0428, -1.2418]],
  "forces_ev_per_angstrom": [[-0.38, 0.44, 1.55], [-0.42, -0.24, -0.26], [0.74, 0.74, 0.05], [-0.38, -1.17, 0.49], [0.01, 0.32, -0.82], [0.04, -0.20, 0.01], [-0.14, -0.02, -0.36], [0.16, -0.10, -0.10], [0.72, 0.70, 0.52], [-0.34, -0.62, 0.02], [-0.11, -0.66, -0.45], [0.02, -0.03, 0.11], [-0.18, -0.18, -0.34], [0.07, -0.06, -0.08], [0.05, 0.05, -0.45], [0.46, 0.64, 0.37], [-0.38, 0.17, -0.40], [0.38, 0.27, 0.12], [-0.33, -0.06, 0.03]],
  "smiles": "CC(C)[C@H]1O[C@H]1C",
  "de_lowest_kj_mol": 268.4,
  "homo_lumo_gap_ev": 10.56,
  "total_energy_ev": -8461.57227
}

=====

Entry 4:
{
  "formula": "C5H6N2",
  "method": "ωB97M-V with the def2-TZVPD basis set",
  "species": ["N", "N", "C", "C", "C", "C", "C", "H", "H", "H", "H", "H", "H"],
  "coordinates": [[-1.2534, -0.4115, 0.9765], [3.7044, -0.9567, -0.0184], [2.6554, -0.3753, 0.1866], [-0.3193, -0.5651, -0.3118], [0.4376, 0.7830, -0.3172], [-2.0969, -0.4653, -0.4187], [1.7558, 0.7603, 0.0338], [-2.8857, 0.3187, -0.5979], [2.2661, 1.7983, 0.4614], [0.2201, -1.4788, -0.5914], [-0.1517, 1.5815, -0.5074], [-2.8539, -1.5130, -0.3377], [-1.4785, 0.5240, 1.4422]],
  "forces_ev_per_angstrom": [[-1.61, -0.81, -3.07], [-5.72, 2.47, 1.55], [5.22, -1.68, -2.11], [-4.63, 4.01, 1.46], [2.67, -5.40, 0.31], [0.97, -3.31, 3.57], [-0.23, 3.07, 1.58], [1.97, 0.02, -0.23], [-1.25, -2.80, -1.59], [-0.64, 0.14, 0.79], [-1.34, 2.77, -0.19], [3.03, 2.68, -0.68], [1.56, -1.17, -1.39]],
  "smiles": "N#C/C=C\\[C@@H]1CN1",
  "de_lowest_kj_mol": 585.7,
  "homo_lumo_gap_ev": 9.22,
  "total_energy_ev": -8256.28825
}